[1]
The following is a DFT calculation (ωB97M-V with the def2-TZVPD basis set) of a 8-piece molecular cluster, H16O7S overall in a non-equilibrium geometry.

Structure (XYZ):
```
24
Properties=species:S:1:pos:R:3:mulliken_charge:R:1
S -3.817 -1.248 0.363 -0.29
H -4.376 -1.197 -0.839 0.16
H -2.910 -0.300 0.182 0.12
H 1.371 5.485 4.778 0.31
H 2.750 5.663 4.214 0.32
O 1.850 6.054 4.210 -0.64
H 2.311 -1.202 3.165 0.30
H 2.177 -0.753 1.689 0.34
O 1.716 -1.265 2.398 -0.63
H -0.960 -0.618 -1.647 0.22
H 0.081 -1.648 -1.376 0.40
O -0.491 -1.326 -2.101 -0.60
H 2.123 -0.385 -4.081 0.29
H 0.871 -0.773 -3.441 0.33
O 1.367 0.038 -3.655 -0.59
H 1.966 0.338 -0.937 0.33
H 2.806 -0.902 -1.160 0.28
O 2.570 -0.262 -0.490 -0.61
H -1.075 -2.126 0.478 0.27
H 0.206 -2.659 1.337 0.30
O -0.302 -2.681 0.530 -0.61
H -0.360 1.512 -2.204 0.32
H 0.599 2.285 -1.353 0.30
O -0.068 1.591 -1.309 -0.62
```

As for the SMILES: O.O.O.O.O.O.O.S. Its HOMO-LUMO gap is 10.3 eV. The spin multiplicity is 1. For the energy above the lowest of the compared OMol25 structures with the same formula, charge and spin, the calculation gives 139.71 kJ/mol.

***

[2]
The following is a DFT calculation (ωB97M-V with the def2-TZVPD basis set) of one molecule with the formula C4H3N3O in a non-equilibrium geometry.

Structure (XYZ):
```
11
Properties=species:S:1:pos:R:3:mulliken_charge:R:1
C -0.287 -0.678 -0.088 1.22
C -1.580 -1.096 -0.017 -1.09
C -0.251 0.716 -0.088 0.49
C 1.050 1.142 0.011 -0.62
H 2.661 -0.208 0.224 0.23
H -2.069 -2.047 0.068 0.44
H 1.590 2.079 0.101 0.41
N 1.780 -0.027 -0.108 0.03
N -2.318 0.119 -0.016 -0.30
N -1.566 1.183 -0.057 -0.46
O 0.991 -1.184 -0.030 -0.34
```

As for the SMILES: c1[nH]oc2cnnc1-2. Its HOMO-LUMO gap is 8.5 eV. The spin multiplicity is 1. For the energy above the lowest of the compared OMol25 structures with the same formula, charge and spin, the calculation gives 348.41 kJ/mol.

***

[3]
The following is a DFT calculation (ωB97M-V with the def2-TZVPD basis set) of one molecule with the formula C13H16N2O5 in a non-equilibrium geometry.

Structure (XYZ):
```
36
Properties=species:S:1:pos:R:3:mulliken_charge:R:1
C -2.436 0.520 0.007 -0.47
C -1.790 0.014 1.345 0.08
C -4.087 0.383 0.028 -0.99
C -4.515 -1.129 -0.371 0.49
C 0.413 0.818 0.554 0.47
C -0.023 2.136 0.193 -0.01
C 0.906 -0.002 -0.619 -0.62
C 2.428 -0.489 -0.162 -0.29
C 3.368 0.409 -0.509 -0.26
C 2.778 -1.739 0.246 0.31
C 4.767 0.019 -0.437 -0.45
C 4.129 -2.107 0.537 -0.61
C 5.066 -1.155 0.319 -0.44
H -1.707 -0.587 -1.604 0.21
H -1.910 1.170 -1.890 0.28
H -2.269 1.543 0.082 0.92
H -4.700 0.541 0.996 0.27
H -4.365 0.857 -0.824 0.52
H -3.849 -2.670 -1.278 0.31
H -0.202 -0.160 2.569 0.36
H 1.333 1.048 1.265 0.57
H 0.069 -0.821 -0.833 0.37
H 0.855 0.628 -1.615 0.36
H 3.363 1.530 -1.015 0.13
H 1.887 -2.433 0.729 0.15
H 5.512 0.642 -0.906 0.39
H 4.367 -2.907 1.216 0.36
H 6.173 -1.450 0.411 0.27
H -1.097 3.703 0.445 0.46
N -1.728 0.352 -1.211 -0.28
N -0.451 0.092 1.476 -0.07
O -2.569 -0.551 2.033 -0.65
O -5.579 -1.588 -0.061 -0.59
O -3.695 -1.818 -1.105 -0.37
O 0.606 2.429 -0.940 -0.65
O -1.049 2.771 0.928 -0.51
```

As for the SMILES: N[C@@H](CC(=O)O)C(=O)N[C@@H](Cc1ccccc1)C(=O)O. Its HOMO-LUMO gap is 9.4 eV. The spin multiplicity is 1. For the energy above the lowest of the compared OMol25 structures with the same formula, charge and spin, the calculation gives 710.80 kJ/mol.

***

HOMO energy list, top to bottom, in Ha: -0.36819, -0.32147, -0.33690
Total energy list, top to bottom, in Eh: -934.44043, -393.58671, -990.50179
LUMO list, top to bottom, in eV: 0.32, -0.30, 0.23